Record 1
113
Properties=species:S:1:pos:R:3:forces:R:3 method="wB97M-V/def2-TZVPD" lumo_ev=-9.5 total_charge=+1 energy_ha=-2669.87159 gap_ev=1.26 spin_multiplicity=1 homo_energy_ha=-0.39436 de_lowest_kcal_mol=240.0
Hg 22.063 -21.054 -4.887 0.1147 0.0834 0.1503
O 24.270 -8.966 -1.096 0.6314 -0.4585 0.0007
O 20.491 -16.059 -5.468 0.4724 -1.1702 0.1249
O 22.694 -18.799 -0.904 -0.2623 -0.3166 -0.4478
O 25.636 -23.898 -3.364 -2.6375 0.4072 -1.3835
O 15.186 -20.705 6.393 0.1978 0.0183 -0.5237
O 22.351 -12.752 7.251 -0.3023 0.7380 -0.3493
O 30.377 -16.642 3.230 -0.2065 0.1872 0.0042
O 26.328 -19.253 -6.732 1.4544 0.9051 -0.6672
O 23.399 -16.868 -0.421 1.0866 1.3815 -0.7120
O 14.186 -13.708 3.363 -0.3323 -0.0058 0.3791
O 21.820 -17.702 0.679 -0.3134 -0.1764 -0.2624
O 19.828 -23.742 -0.927 0.1936 0.7295 -0.9306
N 28.451 -16.002 2.323 -3.0265 0.5358 -1.2005
N 19.618 -23.937 1.259 0.5388 0.6987 0.8650
N 27.070 -25.519 -2.864 1.4910 -1.4745 0.1861
N 20.198 -13.956 -4.892 0.3140 1.3612 2.0334
N 15.289 -12.178 2.194 0.9642 0.0880 -1.9453
N 24.486 -11.075 -0.398 0.9095 -1.5350 0.1375
N 28.407 -18.874 -7.564 0.5810 -0.7147 -0.4849
N 20.423 -11.518 7.247 -0.9258 1.1759 0.2608
N 22.631 -17.765 -0.245 -0.5382 -0.9904 1.2812
N 13.943 -18.908 5.987 -1.0073 1.8636 -1.0258
C 21.133 -12.659 7.162 0.9576 -0.3995 1.1817
C 24.795 -10.064 -1.254 -1.0383 0.7321 -0.0482
C 29.668 -16.521 2.240 2.0459 -1.1842 0.3505
C 19.731 -24.474 0.035 0.2003 -1.2303 -0.3435
C 27.597 -23.163 -2.414 1.0699 -0.1504 0.6232
C 18.944 -14.778 -6.778 -0.1655 -0.6972 -0.9963
C 27.724 -15.663 3.511 0.9804 -0.6602 2.2791
C 19.834 -12.570 -5.113 0.6024 0.0945 -1.0517
C 20.907 -10.148 7.416 1.1365 -0.8261 -0.4105
C 19.496 -24.574 2.545 -0.5844 -1.0756 0.3503
C 27.166 -17.043 -6.430 0.6946 -0.6989 -0.5524
C 19.958 -14.990 -5.665 -1.0896 -0.1675 -1.8598
C 20.346 -13.917 7.012 -0.9138 -0.1586 -0.4966
C 19.717 -25.984 -0.152 -0.2392 0.3578 0.7205
C 26.698 -24.256 -2.951 0.8520 1.0129 0.9130
C 16.028 -13.171 1.391 -0.0190 0.0635 0.3727
C 25.684 -10.343 -2.442 0.6009 -0.5848 0.0473
C 27.291 -18.478 -6.941 -2.2597 -1.1960 1.3120
C 13.004 -19.055 7.046 -0.3485 -0.0703 1.1457
C 28.617 -20.237 -8.122 -0.2039 0.5089 -0.2169
C 14.356 -12.532 3.081 0.4133 -1.2315 0.0048
C 23.728 -10.913 0.798 -1.3141 1.2334 0.4040
C 14.972 -19.689 5.740 0.6982 -1.0668 1.2036
C 15.862 -19.144 4.676 1.8199 -0.4032 -0.2395
C 26.388 -26.714 -3.354 -0.2614 -0.1652 1.3402
C 30.223 -16.979 0.891 -0.3701 0.3511 -0.3286
C 13.611 -11.428 3.712 -0.2881 0.8522 -0.0649
H 20.146 -11.926 -4.291 -0.1814 -0.3307 0.0793
H 26.024 -11.376 -2.521 -0.4950 -0.2870 -0.0073
H 25.455 -26.465 -3.858 0.6042 0.0529 -0.6345
H 26.644 -9.832 -2.369 -0.2722 0.5711 0.1757
H 29.603 -16.696 0.041 -0.0761 0.1455 0.0111
H 20.889 -14.160 -4.184 -0.0649 0.1457 0.0640
H 27.109 -27.402 -3.797 -0.2519 0.4533 -0.9227
H 27.974 -25.661 -2.438 -0.1477 -0.1377 -0.1085
H 28.972 -20.964 -7.392 0.0528 0.2248 0.1385
H 13.579 -11.685 4.771 -0.7393 0.3386 -0.1248
H 21.994 -10.172 7.334 0.0079 -0.0252 -0.1060
H 29.216 -18.271 -7.516 -0.1973 -0.0499 -0.1481
H 13.508 -18.978 8.009 0.1412 -0.2270 0.1177
H 28.309 -23.453 -1.640 -0.2837 -0.4910 0.3760
H 25.188 -10.036 -3.363 0.0240 0.0168 0.1497
H 12.269 -18.249 7.071 0.0332 -0.0779 -0.5029
H 15.588 -14.168 1.438 -0.3103 0.2672 0.3027
H 26.943 -22.401 -1.991 0.2392 0.0959 -0.3483
H 20.338 -14.089 5.935 0.2570 -0.6108 -0.0346
H 24.735 -12.047 -0.519 0.5932 0.5000 -0.7094
H 16.171 -18.105 4.797 -0.9007 0.3513 -0.0638
H 28.143 -14.791 4.011 -0.5038 0.5147 -0.3934
H 20.594 -26.471 0.274 0.2329 0.2056 -0.1293
H 28.078 -16.750 -5.910 -0.0412 0.0852 0.1206
H 19.629 -26.198 -1.217 -0.0829 -0.0355 0.2860
H 17.039 -13.263 1.787 0.1011 0.0442 -0.1772
H 19.286 -13.851 7.259 -0.0027 0.2227 0.2930
H 12.495 -20.018 7.023 0.0263 0.0426 -0.1413
H 26.639 -15.700 3.409 0.2268 0.6361 -0.5717
H 19.981 -25.548 2.602 0.2852 0.0467 -0.3607
H 13.984 -18.070 5.425 -0.6400 0.0953 0.3823
H 28.306 -22.781 -3.148 -0.5942 0.2687 -0.5033
H 29.320 -20.164 -8.952 0.2144 0.0989 0.2527
H 20.800 -14.722 7.590 0.0827 0.0938 -0.3722
H 18.787 -12.406 -5.369 -0.0310 -0.2543 0.3537
H 15.485 -19.358 3.676 0.1064 0.1284 0.0363
H 18.890 -26.370 0.444 -0.2526 -0.2454 -0.3305
H 20.527 -9.555 6.584 -0.1002 0.3007 0.3596
H 19.112 -14.010 -7.534 0.2775 0.8220 0.7540
H 27.081 -16.417 -7.318 -0.2789 0.2655 0.1827
H 14.033 -10.435 3.557 0.5852 -0.1232 0.2523
H 19.418 -11.560 7.333 0.2161 -0.5506 -0.1783
H 26.053 -27.316 -2.509 -0.1467 0.1724 0.4428
H 15.238 -11.244 1.812 0.1541 -0.1250 0.1971
H 17.943 -14.681 -6.360 0.0139 0.1385 -0.0300
H 16.840 -19.599 4.835 -0.1225 -0.6278 -0.4130
H 23.437 -11.864 1.245 0.2135 -0.0303 -0.2549
H 31.211 -16.536 0.762 -0.0974 0.0931 0.0961
H 19.866 -24.021 3.408 0.0962 0.4611 -0.5058
H 20.705 -9.743 8.407 -0.4164 0.0347 -0.1615
H 12.678 -11.314 3.161 -0.5623 -0.4948 0.6904
H 22.826 -10.361 0.533 -0.2940 -0.0693 0.1750
H 18.447 -24.801 2.734 -0.2045 0.1296 0.1756
H 30.372 -18.057 0.819 -0.1606 -0.0156 0.4689
H 19.735 -22.934 1.221 -0.1608 0.0118 0.1703
H 27.716 -20.649 -8.577 -0.2443 0.3774 0.3499
H 20.411 -12.274 -5.989 -0.0798 0.6015 -0.0875
H 18.946 -15.618 -7.473 -0.0410 -0.5874 0.6437
H 27.893 -16.405 4.291 0.2230 -0.4540 -0.0281
H 24.189 -10.292 1.566 0.4362 -0.0994 -0.0654
H 27.761 -16.094 1.592 0.9544 -0.1498 -0.6837
H 26.298 -17.004 -5.772 0.1658 0.1688 -0.2570
H 16.059 -12.903 0.335 0.0402 0.3048 0.1281

---

Record 2
108
Properties=species:S:1:pos:R:3:forces:R:3 method="wB97M-V/def2-TZVPD" lumo_ev=0.6 energy_ha=-3219.47657 gap_ev=9.95 spin_multiplicity=1 smiles="CCOP(=O)(OCC)OCC.CCOP(=O)(OCC)OCC.CCOP(=O)(OCC)OCC.CC(C)=O.CC(C)=O.CC(C)=O" homo_energy_ha=-0.34215
P 18.353 10.445 16.971 1.6013 1.7348 2.1138
P 19.565 20.699 13.291 -1.5150 -1.1940 0.2856
P 15.008 18.052 10.386 0.0971 1.4353 2.5125
O 16.824 20.151 7.101 0.3389 -1.8210 0.0372
O 20.615 20.930 14.455 -0.0926 1.1488 -0.5612
O 16.840 13.119 10.650 -0.2113 -0.1863 0.6400
O 17.737 9.073 16.517 -0.3114 0.0022 -0.3995
O 20.276 14.147 9.823 0.3375 0.1538 -0.1365
O 20.294 20.824 11.884 -0.1848 0.0637 0.8865
O 13.523 18.595 10.261 0.2598 -0.7693 0.6908
O 19.379 19.118 13.447 0.6175 0.0948 -1.2899
O 18.911 10.430 18.366 -1.0867 -0.1352 -2.1340
O 17.287 11.648 16.758 1.0749 -1.2731 -0.6538
O 19.394 10.729 15.798 -0.0794 -0.2119 -0.1947
O 18.297 21.453 13.458 0.9575 -0.0971 -0.3899
O 15.851 19.323 10.772 -0.5304 0.7516 1.6091
O 15.581 17.432 9.239 0.8760 -1.4974 -3.0439
O 14.955 17.089 11.640 -0.4544 0.0124 -0.0140
C 17.982 11.970 8.836 0.0993 2.4096 -1.2548
C 17.178 13.102 9.496 0.7847 -1.2305 -0.4349
C 20.737 22.312 14.918 2.1187 -0.3113 0.8078
C 16.872 14.244 8.608 -0.1294 1.2535 -1.4956
C 11.528 19.202 9.151 0.6993 0.3629 0.4368
C 18.151 17.299 14.532 0.2127 -0.7878 -0.8643
C 17.222 8.186 17.498 -0.7757 -0.1786 1.5258
C 20.453 9.538 14.003 -0.2775 1.1717 -2.4763
C 14.406 15.748 11.289 -0.4980 1.3170 1.5622
C 14.681 21.490 10.806 -1.7456 -0.4839 1.5246
C 17.013 12.082 15.381 -0.3599 1.5431 1.0153
C 17.735 17.900 6.913 -2.0730 -0.3497 0.5985
C 20.691 15.278 9.985 -0.6224 -0.4023 0.0731
C 16.650 18.985 6.734 0.7489 2.2797 -0.7807
C 20.244 20.601 9.483 -1.7839 -1.1628 0.1844
C 18.883 18.619 14.688 -0.0264 -0.5649 -0.4181
C 19.747 16.416 10.144 -1.1136 -0.4532 -2.3929
C 13.774 15.174 12.545 0.4271 -0.5464 1.4802
C 22.171 15.565 10.067 -1.3532 0.4786 0.0624
C 15.339 18.730 6.007 0.9331 0.1627 0.9182
C 21.100 23.298 13.829 -0.2064 -0.5836 -0.5000
C 19.552 21.226 10.708 1.2249 -0.4610 -0.8933
C 20.507 9.848 15.432 -0.7125 -0.3475 1.8459
C 12.991 18.749 8.981 -0.0533 1.8524 -2.4234
C 16.360 11.024 14.576 1.4244 0.1609 -0.9692
C 15.268 20.352 11.698 -0.1759 0.5642 -0.9513
C 16.382 7.145 16.804 -0.5817 0.1253 0.2383
H 18.691 16.159 9.976 0.4075 -0.3286 0.7360
H 18.561 20.833 10.727 -0.8367 -0.0634 0.3240
H 14.799 18.092 6.685 -0.6994 -0.3404 0.0148
H 15.239 15.226 10.892 0.4663 -0.8950 -0.3040
H 16.006 11.409 13.633 0.0381 0.1453 -0.3993
H 15.807 14.449 8.558 -0.3853 -0.3666 0.0074
H 11.555 20.269 9.565 -0.3843 -1.5030 -0.7286
H 18.063 11.056 9.298 -0.0803 -1.8132 1.8397
H 17.746 16.976 15.477 -0.1756 0.1840 0.6324
H 18.181 19.336 14.982 -1.2233 1.0665 1.0051
H 18.801 16.438 14.241 -0.3575 0.8341 -0.1882
H 17.217 15.176 9.045 0.3381 0.0293 0.1272
H 15.697 7.632 16.125 0.1354 0.4452 -0.6012
H 19.704 18.628 15.389 0.2130 -0.3898 0.3174
H 13.176 17.867 8.324 -0.5308 0.2312 0.7854
H 13.433 14.107 12.381 0.4536 1.2228 0.1937
H 19.858 22.612 15.479 -0.1309 -0.1795 -0.0027
H 15.442 18.285 5.046 0.2773 -0.7276 -0.6572
H 22.608 15.325 9.132 0.5034 0.0589 -1.0781
H 14.469 15.225 13.454 -0.5654 -0.3833 -1.4585
H 13.564 19.590 8.409 -0.8512 -1.1865 1.0024
H 20.150 10.405 13.365 0.5916 -0.2529 0.6484
H 18.053 7.849 18.125 -0.0357 -0.4550 -0.4126
H 19.678 8.850 13.788 -0.9418 -0.9771 0.0398
H 22.510 14.826 10.730 0.8876 -0.7503 1.1828
H 16.352 12.956 15.537 0.4009 -0.3886 -0.1381
H 13.723 21.159 10.351 0.7225 0.0194 -0.0164
H 13.619 15.908 10.571 -0.1642 -0.1373 -0.6013
H 21.307 20.585 9.505 0.8319 0.5027 0.0386
H 16.571 8.681 18.252 0.2948 0.3137 -0.7066
H 21.345 9.105 13.552 0.2965 0.1414 0.4183
H 14.524 19.884 12.378 0.3899 0.2557 -0.6086
H 17.956 12.425 14.908 -0.5740 -0.2047 0.3392
H 20.189 23.492 13.237 0.5416 0.5495 0.1631
H 12.919 15.781 12.897 0.1842 -0.2812 -0.5930
H 19.925 19.535 9.357 0.2432 0.6844 0.4644
H 19.018 12.381 8.731 -0.7925 -0.2576 -0.2983
H 21.396 10.354 15.776 0.2886 0.0943 -0.0626
H 17.123 10.290 14.426 0.4690 -0.6193 -0.7831
H 10.990 18.546 9.855 0.3130 0.2745 -0.1159
H 17.525 11.742 7.864 0.3713 0.4039 -0.0783
H 22.379 16.579 10.392 0.1963 -0.0157 -0.0153
H 19.899 17.106 9.323 0.5371 0.3524 -0.3777
H 16.953 6.415 16.255 0.1210 -0.3592 -0.0615
H 15.366 21.796 10.043 0.4683 0.1424 -0.3352
H 14.901 19.704 5.867 -0.4729 0.1828 0.1972
H 11.017 19.106 8.193 -0.0367 0.4922 0.0171
H 19.820 21.052 8.593 0.2874 0.4237 -0.2568
H 19.533 22.313 10.655 0.0255 0.0203 0.0900
H 16.069 20.781 12.307 0.1848 -0.5315 -0.2161
H 21.594 24.169 14.283 -0.6162 0.0006 -0.2693
H 20.400 8.891 15.976 0.1628 0.5263 0.1325
H 19.916 16.984 10.991 0.2194 1.0074 2.0217
H 15.642 6.701 17.475 0.6311 -0.4437 0.3407
H 15.607 10.473 15.026 -1.7932 -0.5206 1.2859
H 14.353 22.370 11.427 0.7111 -0.7573 -0.3919
H 18.640 18.067 6.301 -0.2706 0.2741 0.9183
H 17.241 14.198 7.554 -0.1025 -0.2380 0.9357
H 17.274 17.380 13.845 0.8739 0.0025 0.2919
H 21.843 22.834 13.164 -0.1580 0.1079 0.1365
H 17.736 17.792 8.033 1.0274 0.2253 -1.0155
H 17.286 16.951 6.588 0.2140 0.1108 -0.1076
H 21.638 22.250 15.580 -1.0190 0.0109 -0.1452